No. 1
Molecular formula: CH3Cl2PS
Method: DFT, ωB97M-V/def2-TZVPD

Output
Energy (eV): -46254.571
Orbital gap (eV): 8.538

```
8
CH3Cl2PS | OMol25 | ωB97M-V/def2-TZVPD
C -0.2597 -0.5243 -1.1939
P 0.0976 0.4665 1.0336
S -1.4846 0.2922 2.0285
Cl 1.7805 -0.5615 1.5386
Cl 0.8329 2.3464 0.6666
H -0.1504 -1.4522 -0.6536
H -1.3770 -0.3712 -1.5146
H 0.5606 -0.1958 -1.9053
```

***

No. 2
Molecular formula: C4H9N
Method: DFT, ωB97M-V/def2-TZVPD

Output
Energy (eV): -5782.208
Orbital gap (eV): 10.788

```
14
C4H9N | OMol25 | ωB97M-V/def2-TZVPD
C -1.1900 1.6893 -0.0216
C -1.9300 0.6155 -0.2545
C -1.8249 -0.7475 0.3288
H -1.3159 2.6234 -0.5482
H -0.3114 1.5780 0.5959
H -2.7904 0.8033 -0.8934
H -0.8756 -1.0410 0.7797
H -2.0471 -1.4314 -0.4880
H -2.6009 -0.8992 1.0790
C 2.7624 -0.8524 -0.3862
N 3.8517 -0.4376 0.1028
H 2.7738 -1.1762 -1.4223
H 1.7942 -0.6413 0.0795
H 3.7041 -0.0828 1.0484
```

***

No. 3
Molecular formula: C26H27F2OSi
Method: DFT, ωB97M-V/def2-TZVPD

Output
Energy (eV): -42753.717
Orbital gap (eV): 4.763
Net charge: +1

```
57
C26H27F2OSi | OMol25 | ωB97M-V/def2-TZVPD
F -4.9676 0.6356 1.8439
C -3.6972 0.1765 2.0783
C -3.5186 -1.1833 2.3345
C -2.2360 -1.6176 2.6395
C -1.1286 -0.7095 2.6951
C 0.0856 -1.1602 3.3084
C 1.3791 -0.6443 2.9854
C 2.4305 -1.5573 2.6976
C 3.7003 -1.1006 2.3710
C 3.9215 0.2786 2.3867
F 5.1720 0.7323 2.0558
C 2.9244 1.2151 2.6522
C 1.6625 0.7432 3.0060
C -1.3464 0.6122 2.2072
C -2.6395 1.0764 1.9694
H -4.3529 -1.8739 2.2843
H -2.0528 -2.6823 2.8128
H 0.0689 -2.1959 3.6441
H 2.1994 -2.6276 2.6714
H 4.4894 -1.7893 2.0906
H 3.1141 2.2778 2.5752
H 0.8789 1.4473 3.2798
H -0.5082 1.2692 1.9953
H -2.8138 2.1056 1.6697
C 3.8137 0.9005 9.2597
Si 3.3999 -0.3340 7.9244
C 3.9205 0.2360 6.2315
C 4.0438 -2.0159 8.4124
O 1.7035 -0.3467 7.8079
C 0.8305 -1.1977 7.2064
C 0.1858 -0.8773 6.0024
C -1.0944 -1.5644 5.8339
C -0.7525 -3.0689 5.8414
C -0.1816 -3.4382 7.1665
C 0.4939 -2.4423 7.9054
C 0.8751 -2.7446 9.2319
C 0.7713 -4.0508 9.6990
C 0.2586 -5.0681 8.8778
C -0.2279 -4.7551 7.6100
H 4.9014 1.0500 9.3066
H 3.3457 1.8720 9.0580
H 3.4796 0.5607 10.2486
H 5.0113 0.2042 6.1096
H 3.4744 -0.3851 5.4446
H 3.5877 1.2698 6.0608
H 5.1350 -2.0340 8.2778
H 3.8375 -2.2483 9.4662
H 3.6176 -2.8225 7.8029
H 0.4347 0.0604 5.5134
H -1.7435 -1.3563 6.7024
H -1.6395 -1.2953 4.9360
H -1.6321 -3.6850 5.6000
H 0.0194 -3.2849 5.0844
H 1.2635 -1.9501 9.8726
H 1.1026 -4.2962 10.7128
H 0.2030 -6.0963 9.2357
H -0.6459 -5.5162 6.9466
```

***

No. 4
Molecular formula: C39H30IrN5S3
Method: DFT, ωB97M-V/def2-TZVPD

Output
Energy (eV): -83712.245
Orbital gap (eV): 5.143
Net charge: +2

```
78
C39H30IrN5S3 | OMol25 | ωB97M-V/def2-TZVPD
Ir -0.4134 0.7070 -0.4934
N 0.5537 2.5445 0.0978
C 1.2385 3.4357 -0.8044
C 1.2467 4.7995 -0.5471
C 1.9331 5.6695 -1.3755
C 2.6016 5.1755 -2.4840
C 2.5985 3.8194 -2.7379
C 1.9399 2.9163 -1.8950
C 1.9096 1.5061 -2.2988
C 2.9998 1.0209 -3.0357
C 2.9108 -0.1362 -3.7768
C 1.6902 -0.7944 -3.8643
C 0.6392 -0.3813 -3.0685
C 0.7777 0.6720 -2.1577
H -0.0796 3.1055 0.6698
H 1.2519 2.1707 0.7523
H 0.7213 5.1865 0.3146
H 1.9402 6.7262 -1.1653
H 3.1184 5.8413 -3.1578
H 3.0819 3.4477 -3.6273
H 3.9227 1.5804 -3.0312
H 3.7568 -0.4813 -4.3498
H 1.5590 -1.6257 -4.5390
H -0.3068 -0.8907 -3.1674
S -1.9573 -5.9403 -2.4710
C -0.5887 -6.7273 -3.1026
C 0.5480 -5.9558 -3.0290
C 0.3199 -4.7113 -2.4508
C -1.0083 -4.5177 -2.0800
C -1.6215 -3.3590 -1.5224
C -0.8703 -2.2185 -1.2087
N -1.3795 -1.0718 -0.7810
C -2.7506 -1.0030 -0.5558
C -3.5920 -2.1310 -0.8204
C -4.9964 -1.9899 -0.5634
C -5.5141 -0.8488 -0.0628
C -4.6878 0.2843 0.2286
C -5.1778 1.4721 0.7248
C -4.2904 2.5497 0.9845
C -2.9244 2.3318 0.7078
N -2.4259 1.2243 0.2181
C -3.2826 0.1689 -0.0356
C -4.7280 3.8085 1.4815
C -6.0074 4.2193 1.8432
C -6.0597 5.5395 2.2838
C -4.8347 6.1628 2.2663
S -3.5933 5.1385 1.7113
C -3.0286 -3.2918 -1.2992
H -0.6771 -7.7196 -3.4998
H 1.5039 -6.2892 -3.3883
H 1.0928 -3.9746 -2.3277
H 0.2038 -2.2384 -1.3417
H -5.6314 -2.8324 -0.7886
H -6.5714 -0.7620 0.1342
H -6.2322 1.5879 0.9127
H -2.2357 3.1430 0.9047
H -6.8743 3.5875 1.7930
H -6.9596 6.0305 2.6066
H -4.6062 7.1707 2.5530
H -3.6427 -4.1549 -1.5013
N 2.1287 -2.5339 1.3265
C 2.2924 -1.3158 1.8431
S 1.1410 -0.0835 1.6283
N 3.3575 -0.9899 2.5764
C 4.2196 -1.7770 3.3779
C 3.8684 -3.0288 3.8713
C 4.6989 -3.6617 4.7812
C 5.8778 -3.0654 5.1972
C 6.2400 -1.8295 4.6841
C 5.4151 -1.1859 3.7816
H 1.2721 -2.7660 0.8519
H 2.8412 -3.2400 1.4288
H 3.4683 0.0047 2.7431
H 2.9292 -3.4903 3.6092
H 4.4004 -4.6147 5.1878
H 6.5005 -3.5525 5.9302
H 7.1523 -1.3516 5.0039
H 5.6864 -0.2149 3.3954
```

***

No. 5
Molecular formula: C33H68BF3I2N4O3PS5
Method: DFT, ωB97M-V/def2-TZVPD

Output
Energy (eV): -135911.341
Orbital gap (eV): 7.088
Net charge: +1

```
120
C33H68BF3I2N4O3PS5 | OMol25 | ωB97M-V/def2-TZVPD
C -1.2536 3.9697 3.1522
C -1.1668 2.6002 2.4640
B -0.2684 1.5683 3.2448
O 0.7576 2.0546 4.0147
C -0.3619 -0.0749 3.1986
C -0.7612 -0.3232 4.7014
I -2.2378 1.1705 5.3431
C 0.3895 -0.3138 5.7624
C 0.4837 -1.6878 6.4402
I 0.1585 1.0214 7.4772
C -1.4341 -0.5388 2.1265
S -3.2105 -0.3828 2.4813
C -1.3145 0.1325 0.7328
C -2.5621 0.5478 -0.0470
N -1.1817 -2.0788 1.8033
S -1.9099 -3.0754 3.1967
P -2.0601 -2.9445 0.4732
S -1.6255 -2.6286 -1.3624
C 0.3899 -2.2278 1.9710
N 0.9325 -2.6881 0.7336
N 0.5079 -3.3333 2.9078
C 1.1816 -4.3250 2.6822
S 2.1508 -5.4969 2.4519
C 0.9564 -0.8644 2.6166
C 2.0385 -1.4335 3.5924
C 3.1300 -0.4934 4.0954
N 4.3427 -0.8273 4.1826
S 2.0660 -0.0697 1.3313
O 3.2723 -0.8485 1.3032
O 1.4497 -0.0377 0.0307
C 2.6607 1.7241 1.4835
F 1.7375 2.5603 1.0601
F 3.6348 1.7091 0.5905
F 3.1640 2.0616 2.6412
H -1.3366 3.9040 4.2330
H -0.3172 4.4874 2.9541
H -2.0313 4.6040 2.7460
H -2.1823 2.2304 2.3497
H -0.7745 2.7769 1.4696
H 0.4611 2.5143 4.8116
H -1.3171 -1.2237 4.9056
H 1.3194 0.0729 5.4166
H 1.4798 -1.8723 6.8246
H 0.2052 -2.4857 5.7517
H -0.2310 -1.7506 7.2506
H -3.3064 -0.6866 3.7777
H -0.7579 -0.5022 0.0585
H -0.6832 0.9976 0.7635
H -3.2188 -0.2724 -0.3143
H -3.0986 1.3845 0.3816
H -2.1852 0.9034 -1.0042
H -3.1534 -3.3320 2.7504
H -1.8878 -4.2881 0.7980
H -3.4193 -2.7310 0.7078
H 1.9410 -2.5604 0.6862
H 0.5625 -2.1984 -0.0749
H 2.5836 -2.2130 3.0809
H 1.5967 -1.8886 4.4580
H 2.9063 0.5075 4.4475
H 4.5074 -1.7800 3.8498
C -3.6606 4.7808 -0.1067
C -2.2605 4.8231 -0.7141
C -2.0859 5.9116 -1.7690
C -2.9883 5.7588 -2.9945
C -2.8427 4.4318 -3.7389
C -1.4472 4.2050 -4.3143
H -4.4206 4.5594 -0.8566
H -3.7264 4.0057 0.6621
H -3.9111 5.7342 0.3617
H -2.0174 3.8447 -1.1434
H -1.5381 4.9897 0.0920
H -1.0393 5.9343 -2.0838
H -2.2799 6.8863 -1.3118
H -2.7748 6.5797 -3.6847
H -4.0331 5.8842 -2.6978
H -3.5669 4.4157 -4.5567
H -3.1079 3.5974 -3.0815
H -1.1762 5.0060 -5.0041
H -1.4053 3.2642 -4.8647
H -0.6879 4.1592 -3.5315
C -5.5009 0.6087 -3.3357
C -5.3342 -0.8682 -3.6848
C -3.9244 -1.2237 -4.1521
C -3.4683 -0.5219 -5.4320
C -4.3633 -0.7561 -6.6475
C -4.4408 -2.2200 -7.0719
H -5.3340 1.2502 -4.2015
H -6.5094 0.8088 -2.9719
H -4.7980 0.9058 -2.5522
H -6.0681 -1.1517 -4.4428
H -5.5654 -1.4670 -2.7984
H -3.8594 -2.3073 -4.2883
H -3.2181 -0.9806 -3.3519
H -2.4535 -0.8574 -5.6681
H -3.3912 0.5543 -5.2510
H -3.9713 -0.1688 -7.4810
H -5.3704 -0.3764 -6.4551
H -3.4485 -2.6099 -7.3070
H -5.0606 -2.3304 -7.9618
H -4.8770 -2.8458 -6.2917
C 8.3050 -2.5616 -2.7724
C 8.4009 -3.3623 -1.4767
C 7.1406 -4.1670 -1.1644
C 5.8793 -3.3281 -0.9538
C 5.9762 -2.2810 0.1549
C 6.2125 -2.8788 1.5391
H 7.5132 -1.8121 -2.7279
H 9.2395 -2.0362 -2.9703
H 8.1053 -3.2180 -3.6215
H 8.6367 -2.6904 -0.6471
H 9.2409 -4.0565 -1.5537
H 7.3233 -4.7816 -0.2783
H 6.9568 -4.8706 -1.9821
H 5.0464 -4.0058 -0.7309
H 5.6135 -2.8274 -1.8888
H 5.0450 -1.7160 0.1775
H 6.7658 -1.5604 -0.0723
H 5.4098 -3.5755 1.8036
H 6.2378 -2.0929 2.2969
H 7.1595 -3.4160 1.5961
```

***

No. 6
Molecular formula: C4H8N2S2
Method: DFT, ωB97M-V/def2-TZVPD

Output
Energy (eV): -28926.173
Orbital gap (eV): 7.906

```
16
C4H8N2S2 | OMol25 | ωB97M-V/def2-TZVPD
C -0.8182 2.4032 -0.1923
N -0.5268 1.0202 -0.4651
N 0.7120 0.6473 -0.0865
C 1.0363 -0.6041 -0.2060
C 2.4139 -0.8965 0.1942
S 3.6719 0.0398 -0.2387
S 0.1171 -2.0563 -0.7892
C -1.1792 -1.9195 0.4910
H -1.8626 2.5854 -0.4932
H -0.1578 3.1436 -0.7076
H -0.8292 2.5729 0.8974
H -0.7960 0.6431 -1.3624
H 2.5752 -1.8058 0.7184
H -1.6184 -0.9214 0.4769
H -0.7829 -2.1635 1.4959
H -1.9554 -2.6884 0.2672
```

***

Question: Number 4 is which compound?
Answer: C39H30IrN5S3